Formula: C28H40IInNO8PSb2
Source: the Open Molecules 2025 dataset
Level of theory: wB97M-V/def2-TZVPD

Structure (XYZ):
```
82
Properties=species:S:1:pos:R:3:forces:R:3:lowdin_charge:R:1
In 1.108319 -1.266836 0.207595 -0.12 -0.13 -0.21 0.499
C -1.050473 -1.504736 4.527506 -0.01 0.00 0.03 -0.327
Sb -0.543400 -0.236081 2.882671 0.10 -0.01 -0.03 1.382
C 1.109896 0.719045 3.856311 0.01 0.00 0.02 -0.297
C -1.913868 1.380549 3.399490 -0.01 0.01 0.08 -0.323
C -3.356817 1.020501 3.278844 -0.02 0.03 -0.08 -0.278
C -4.012957 0.509390 4.402181 0.00 0.02 0.00 -0.072
C -5.354838 0.172204 4.383082 -0.01 0.00 0.00 -0.111
C -6.083598 0.358233 3.216904 -0.01 -0.01 0.01 -0.110
C -5.446842 0.852883 2.091812 0.01 0.01 0.00 -0.075
C -4.085857 1.171282 2.082397 0.04 -0.04 0.03 -0.273
C -3.470859 1.645971 0.801419 -0.05 0.04 0.02 -0.314
Sb -3.137678 0.076955 -0.676021 0.04 -0.05 0.05 1.378
C -5.242149 -0.123324 -1.192047 -0.03 0.02 0.00 -0.374
C -2.833575 1.502348 -2.253739 -0.03 0.02 -0.04 -0.332
H -0.977902 -0.957089 5.468592 -0.01 -0.01 0.00 0.000
H -0.339176 -2.330273 4.522767 0.00 0.00 0.00 0.003
H -2.058406 -1.898393 4.401079 0.00 0.00 0.00 -0.010
H 0.829445 1.006612 4.870793 0.01 0.01 0.00 0.002
H 1.422606 1.604623 3.301491 -0.01 0.00 0.00 0.002
H 1.934431 0.008333 3.885461 -0.01 -0.01 0.00 0.005
H -1.638163 2.227141 2.771649 0.00 0.00 -0.04 0.055
H -1.674180 1.643009 4.432028 -0.02 -0.01 0.00 0.057
H -3.442002 0.383680 5.315767 0.00 0.00 0.00 0.104
H -5.828522 -0.222076 5.274117 0.00 0.00 0.00 0.090
H -7.139649 0.118458 3.181608 0.00 0.00 0.00 0.090
H -6.014885 0.999709 1.180707 0.00 0.00 0.00 0.090
H -2.508362 2.137747 0.925689 0.03 0.00 0.00 0.038
H -4.139590 2.346482 0.295158 0.01 0.00 0.00 0.062
H -5.719696 0.855219 -1.277346 -0.01 0.00 0.00 -0.008
H -5.771168 -0.725505 -0.453748 0.00 0.00 0.00 -0.018
H -5.306504 -0.631069 -2.156757 0.00 0.00 -0.01 -0.017
H -3.634555 2.243610 -2.224249 0.00 0.00 -0.01 -0.001
H -2.851789 0.998041 -3.221595 0.03 0.01 0.00 -0.009
H -1.876361 1.996990 -2.101410 0.01 0.00 0.02 -0.022
O 3.154844 -3.447113 3.122795 -0.01 0.00 0.00 0.057
C 2.707226 -2.891430 2.140433 0.02 -0.01 -0.01 -0.560
O 1.719632 -2.047004 2.139649 0.00 0.02 0.02 -0.209
C 3.350100 -3.155671 0.721624 -0.01 0.00 0.02 -0.560
O 4.194824 -4.019227 0.586603 0.01 0.01 0.01 0.051
O 2.914733 -2.380517 -0.224968 0.01 -0.07 0.02 -0.157
O 4.039734 5.252319 0.907419 0.00 -0.02 -0.01 -0.052
C 4.557366 4.217229 1.365109 -0.01 0.05 0.06 -0.699
O 5.615841 4.054878 2.002626 0.01 -0.02 -0.04 -0.060
C 3.753838 2.915434 1.102859 0.01 -0.02 -0.02 -0.086
C 4.301700 1.672192 1.395314 0.00 0.00 0.02 0.017
C 3.578596 0.524524 1.131892 -0.01 0.01 -0.01 -0.081
N 2.350056 0.570606 0.610293 0.02 0.07 0.01 0.050
C 1.799110 1.761551 0.337579 -0.02 -0.04 -0.02 -0.175
C 2.471822 2.947616 0.563737 0.00 0.02 -0.03 0.062
C 0.388908 1.727999 -0.237195 0.03 0.03 0.04 -0.623
O -0.171932 2.789218 -0.496199 -0.02 -0.01 0.00 0.030
O -0.105664 0.558362 -0.404748 -0.01 0.02 0.02 -0.246
H 5.290132 1.629262 1.830964 0.00 0.01 -0.01 0.114
H 3.970040 -0.463997 1.333453 0.01 0.00 0.00 0.116
H 2.009404 3.892063 0.317656 0.01 0.00 0.01 0.124
C 4.282742 -1.525392 -3.064467 0.01 0.00 -0.01 -0.147
C 3.205281 -0.480806 -3.354656 0.00 0.05 -0.01 -0.400
P 1.538210 -0.994224 -2.760800 0.08 0.07 0.06 0.992
C 0.391540 0.201564 -3.586530 -0.05 -0.03 -0.01 -0.382
C 0.843093 0.928363 -4.850470 0.02 0.01 -0.01 -0.153
C 1.254222 -2.571093 -3.671150 0.02 -0.04 0.02 -0.400
C 1.423071 -2.567606 -5.186879 0.00 0.01 0.00 -0.153
H 5.273082 -1.122874 -3.286803 0.00 0.01 0.00 0.067
H 4.143376 -2.413972 -3.685127 0.00 0.00 0.01 0.061
H 4.255827 -1.845719 -2.023118 -0.01 -0.01 0.00 0.052
H 3.181193 -0.238902 -4.420409 -0.01 -0.01 0.00 0.059
H 3.435041 0.450981 -2.828654 0.00 -0.01 0.01 0.083
H 0.122228 0.931954 -2.822977 0.02 0.00 0.01 0.045
H -0.530823 -0.360508 -3.771768 0.01 -0.01 0.00 0.079
H 1.694463 1.578666 -4.645405 0.00 0.00 0.01 0.067
H 0.035999 1.562191 -5.225022 0.00 0.00 0.00 0.066
H 1.134766 0.247638 -5.651474 -0.01 0.00 0.01 0.048
H 0.244216 -2.891365 -3.400158 -0.01 0.01 0.00 0.067
H 1.925027 -3.298524 -3.205328 0.01 0.01 0.01 0.078
H 0.679811 -1.927876 -5.665060 0.00 -0.01 0.00 0.055
H 1.304667 -3.573871 -5.596134 0.00 0.00 0.01 0.064
H 2.410900 -2.206530 -5.479689 0.00 0.00 0.00 0.059
I -1.682440 -3.585610 1.035993 0.01 0.01 0.02 0.641
C -0.409719 -2.697882 -0.440502 -0.02 -0.03 -0.03 -0.791
H -1.094893 -2.247571 -1.156456 -0.01 0.00 0.01 -0.102
H 0.097936 -3.542955 -0.904062 -0.01 -0.01 0.00 -0.050
```
Positions in Å, forces in eV/Å.

The net charge is -2. The HOMO-LUMO gap comes out at 0.2723 Eh. Its HOMO energy is -3.630 eV.


Formula: C28H40MnNO2
Source: the Open Molecules 2025 dataset
Level of theory: wB97M-V/def2-TZVPD

Structure (XYZ):
```
72
Properties=species:S:1:pos:R:3:forces:R:3:lowdin_charge:R:1
O -0.301312 -0.474026 -4.130855 0.21 0.73 -0.09 -0.087
C 0.946800 0.100204 -4.592998 0.09 -0.17 0.54 -0.159
C 0.272710 1.401172 -5.077198 -0.35 -0.81 0.51 -0.050
H 1.399546 -0.473719 -5.390534 0.24 0.11 0.55 0.079
H 1.594517 0.137405 -3.711648 0.24 0.62 -0.22 0.116
C -0.964454 0.812180 -4.288759 0.42 0.29 0.02 -0.532
H 0.104008 1.476836 -6.155767 0.30 0.05 0.31 0.081
H 0.764110 2.280446 -4.641635 -0.60 0.07 -0.38 0.106
C -2.328120 0.558542 -4.914794 0.00 0.23 -0.04 -0.014
H -2.289026 -0.282091 -5.624164 0.06 0.39 0.17 0.074
H -2.706952 1.465503 -5.402521 0.01 -0.17 -0.01 0.082
H -3.032460 0.298023 -4.109799 0.17 -0.01 -0.24 0.089
C -1.063941 1.605791 -2.999841 -0.06 -0.04 0.36 -0.026
H -0.071441 1.984011 -2.720889 -0.46 -0.08 0.05 0.066
H -1.453207 1.018079 -2.165144 0.04 0.06 -0.32 0.050
H -1.723939 2.466424 -3.155510 0.07 0.00 -0.01 0.097
Mn 0.127179 -0.020818 0.833141 2.05 -4.24 1.06 0.512
C 1.085144 1.613945 1.795511 1.51 1.27 -0.70 -0.182
C 2.099301 0.616505 1.628150 1.11 1.27 -0.52 -0.187
C 2.199829 0.295167 0.237367 1.08 1.77 -0.17 -0.179
H 2.756150 0.233456 2.406140 -0.41 -0.11 -0.24 0.100
C 1.273899 1.117426 -0.482801 1.54 1.49 0.49 -0.177
C 0.583166 1.951888 0.482977 2.10 1.45 -0.23 -0.213
H -0.091341 2.774308 0.255654 0.03 -0.44 0.09 0.103
H 0.826279 2.116053 2.729621 -0.04 -0.31 -0.35 0.100
H 2.907977 -0.383569 -0.235466 -0.39 0.03 0.36 0.105
H 1.193118 1.162979 -1.563356 -0.10 -0.16 0.38 0.069
C -1.566574 -0.855502 1.995239 -1.70 -0.04 -0.20 -0.155
C -1.721501 0.531140 1.673157 -2.49 -0.81 -0.50 -0.187
C -1.743939 0.631641 0.238442 -2.10 -0.59 0.07 -0.232
H -1.921384 1.347619 2.368421 0.18 -0.31 -0.23 0.103
C -1.476603 -0.680537 -0.317429 -2.19 -0.01 0.35 -0.181
C -1.411116 -1.593980 0.784136 -1.86 0.14 -0.05 -0.179
H -1.355520 -2.675278 0.684189 0.30 0.40 0.16 0.107
H -1.648536 -1.286481 2.987969 0.41 0.21 -0.43 0.085
H -2.064531 1.510010 -0.311001 0.49 -0.08 0.11 0.089
H -1.422685 -0.948200 -1.371751 0.05 0.10 0.31 0.096
O 0.386065 -1.424303 -6.549182 -0.25 -0.79 -2.77 -0.206
C 0.000369 -0.685318 -7.731748 0.02 0.44 0.40 -0.181
C 0.544284 -1.375198 -8.996066 -0.27 -0.26 0.37 -0.150
H 0.434130 0.331702 -7.673800 -0.26 -0.42 0.09 0.102
H -1.101252 -0.603492 -7.710761 0.46 0.05 -0.13 0.119
C 1.526256 -2.442592 -8.451800 -0.10 0.49 -0.16 -0.153
H 1.054814 -0.648816 -9.642771 -0.26 -0.27 0.10 0.105
H -0.292682 -1.829758 -9.541676 0.34 0.06 -0.02 0.104
C 1.274082 -2.478732 -6.941651 -0.24 -0.29 0.39 -0.184
H 2.557110 -2.143171 -8.669803 -0.16 -0.16 0.03 0.105
H 1.337329 -3.421383 -8.896464 0.14 0.11 -0.01 0.103
H 2.207402 -2.375204 -6.375705 -0.11 -0.07 0.02 0.119
H 0.788929 -3.419900 -6.665138 0.19 0.02 0.13 0.120
C -0.380983 -1.219073 5.458842 0.22 -0.40 -0.61 -0.111
N -0.080761 -2.037722 4.291404 -0.54 -0.24 0.54 -0.305
C -0.491301 -3.427562 4.435370 0.06 0.56 0.02 -0.098
C 1.246717 -1.808642 3.755184 0.02 0.12 0.03 -0.186
C 1.503496 -2.540695 2.453009 0.78 -1.49 0.20 -0.249
C 2.107094 -3.819668 2.523262 -0.16 0.43 -0.08 -0.086
C 2.325312 -4.566758 1.363169 0.04 -0.07 0.18 -0.137
C 1.955991 -4.036356 0.124047 -0.26 0.62 -0.18 -0.119
C 1.374171 -2.755618 0.061802 0.86 -1.73 0.12 -0.147
C 1.154463 -2.034109 1.218064 -0.79 1.47 -0.04 -0.148
H -1.424001 -1.391183 5.753025 0.20 0.12 0.03 0.075
H -0.250251 -0.160132 5.195262 -0.04 -0.20 0.10 0.081
H 0.280366 -1.455360 6.312057 -0.06 0.07 0.11 0.074
H -0.510845 -3.920347 3.456491 0.07 0.09 0.22 0.084
H 0.172191 -3.997733 5.109669 -0.03 -0.10 0.01 0.077
H -1.506433 -3.432576 4.855007 0.19 -0.12 -0.09 0.075
H 1.335904 -0.719427 3.628641 0.01 -0.35 -0.10 0.093
H 2.015742 -2.110289 4.494592 0.05 -0.04 0.06 0.113
H 2.389838 -4.210493 3.504623 0.03 -0.10 -0.22 0.091
H 2.785107 -5.556270 1.424393 -0.12 0.25 0.00 0.079
H 2.115340 -4.595065 -0.799255 0.05 -0.07 0.18 0.079
H 1.101854 -2.356907 -0.920448 -0.02 0.00 0.12 0.092
```
Positions in Å, forces in eV/Å.

The multiplicity is 6. Its expectation value of S² is 8.7740. The net charge is -1. The HOMO-LUMO gap (spin up / spin down) comes out at 0.1431 / 0.2134 Eh. Its HOMO energy (spin up / spin down) is -1.588 / -3.501 eV.


Formula: C28H40O19S
Source: the Open Molecules 2025 dataset
Level of theory: wB97M-V/def2-TZVPD

Structure (XYZ):
```
88
Properties=species:S:1:pos:R:3:forces:R:3:lowdin_charge:R:1
O 2.118912 2.630125 0.294054 3.23 -7.03 3.59 0.015
C 2.639798 1.482356 0.734429 -2.01 3.89 -2.77 -0.249
O 2.603592 0.316660 -0.202500 -0.57 2.98 3.44 -0.081
C 1.237899 0.105286 -0.722670 -0.97 -1.47 -1.01 -0.155
C 0.916269 -1.507454 -0.526707 -0.26 -0.25 -0.70 -0.156
C 0.832047 -2.335409 -1.963534 1.10 -0.02 0.04 -0.206
C 0.598713 -3.915766 -1.555972 0.99 1.53 0.94 -0.234
S -0.249413 -4.947482 -2.867581 -6.95 -1.98 -0.70 0.802
O -1.318756 -5.821582 -2.116043 4.61 2.94 -2.20 -0.397
O -0.956281 -4.137511 -3.980517 3.78 -2.31 3.46 -0.366
O 0.852402 -6.063243 -3.575146 -0.40 1.71 2.48 -0.226
O 3.300739 1.252067 2.027484 -2.37 0.95 -2.87 -0.005
C 2.649978 1.995513 3.126291 -1.12 1.15 0.24 -0.161
O 3.624715 2.077946 4.223515 -2.91 -1.33 1.31 -0.109
C 3.026653 1.798050 5.536131 -1.20 -0.01 4.33 -0.145
C 3.332130 2.924744 6.732285 -1.72 -2.47 1.07 0.020
C 2.802028 2.785732 8.284213 -0.42 -3.34 -3.45 -0.051
C 1.929084 1.452953 8.697581 1.69 1.07 -4.06 -0.072
C 1.600629 0.351714 7.524176 1.73 2.79 -0.27 -0.073
C 2.139806 0.485849 5.957078 1.06 3.06 2.45 -0.016
H 0.405009 0.712240 -0.151815 2.02 -0.98 -1.26 0.143
H 1.233070 0.329467 -1.895637 0.00 -0.15 2.72 0.151
H 1.747691 -2.057866 0.105817 -1.78 1.44 -1.05 0.136
H -0.125661 -1.591368 0.000650 2.07 -0.04 -0.87 0.109
H 0.037566 -1.903314 -2.708242 1.35 -1.03 1.61 0.115
H 1.894536 -2.276364 -2.501570 -2.34 0.03 1.09 0.135
H -0.052183 -3.913331 -0.564723 1.09 -0.59 -2.36 0.113
H 1.648809 -4.380251 -1.320147 -2.12 0.68 -0.50 0.125
H 1.308970 -6.491854 -2.779381 -0.90 0.59 -1.43 0.103
H 2.350407 3.101169 2.850409 0.89 -2.28 0.08 0.166
H 1.657868 1.429766 3.378412 2.07 0.87 -0.03 0.150
H 3.973542 3.879071 6.474125 -1.47 -2.23 0.38 0.092
H 3.102726 3.639618 9.044070 -0.88 -2.22 -1.77 0.083
H 1.590120 1.371455 9.829444 0.62 -0.10 -2.84 0.087
H 0.938711 -0.582762 7.846569 1.69 2.20 -0.98 0.081
H 1.906376 -0.331551 5.150885 0.45 1.71 1.88 0.086
C 5.007946 8.436332 10.525605 -0.05 -0.19 0.44 -0.022
C 4.608660 7.510249 9.394868 0.87 0.87 0.73 -0.353
C 3.963254 8.218516 8.242294 0.41 0.63 -0.56 -0.116
O 3.133786 7.212622 7.688968 -0.43 -0.80 0.55 0.066
C 2.807379 6.376741 8.720279 -1.85 -1.57 -0.14 -0.504
O 1.932974 5.528194 8.670180 1.93 2.07 0.15 0.111
O 3.587152 6.620376 9.816171 -0.79 -0.46 -0.81 0.084
H 5.742902 9.175728 10.194159 -0.08 -0.14 -0.03 0.092
H 4.135989 8.961267 10.931480 0.08 -0.05 -0.22 0.093
H 5.436952 7.861305 11.353069 0.04 0.11 -0.19 0.089
H 5.469370 6.912859 9.070754 -0.10 0.06 -0.07 0.162
H 4.692399 8.567942 7.505642 -0.22 -0.15 0.01 0.145
H 3.330021 9.059838 8.544575 0.13 -0.05 0.15 0.143
C -3.579232 -2.163723 -6.756276 -0.18 0.36 0.29 -0.027
C -2.406150 -1.274475 -7.115088 -0.92 -1.30 0.04 -0.339
C -1.186161 -1.530244 -6.282727 0.39 -0.89 0.04 -0.117
O -0.534272 -0.272944 -6.298426 -0.42 1.09 -0.09 0.058
C -1.516518 0.664562 -6.456900 0.21 2.29 0.27 -0.509
O -1.359207 1.862820 -6.293930 -0.30 -2.53 -0.36 0.124
O -2.698984 0.081503 -6.817730 1.04 0.95 0.32 0.086
H -3.340690 -3.219898 -6.912213 0.01 0.45 0.09 0.084
H -3.878572 -2.018828 -5.712245 0.26 0.07 -0.05 0.098
H -4.450780 -1.906610 -7.367583 0.27 -0.14 0.12 0.083
H -2.186428 -1.349034 -8.186959 0.09 0.00 0.07 0.157
H -0.543613 -2.305132 -6.710615 0.00 0.23 0.13 0.146
H -1.412259 -1.788393 -5.242332 -0.14 -0.10 -0.17 0.124
C -2.914337 -0.711497 3.868508 0.14 0.36 -0.30 -0.018
C -2.617044 -2.092782 3.321431 -0.90 1.05 0.58 -0.350
C -2.210567 -3.077951 4.375393 -0.55 -0.28 0.70 -0.113
O -1.396251 -3.983351 3.652102 0.69 0.31 -0.95 0.072
C -0.853124 -3.268628 2.621073 1.63 -0.81 -1.20 -0.493
O 0.068558 -3.656486 1.923079 -1.96 0.79 1.39 0.120
O -1.476287 -2.060433 2.478533 0.82 -1.03 -0.15 0.075
H -3.747238 -0.734656 4.577355 0.09 -0.07 -0.13 0.094
H -2.035875 -0.288208 4.368239 -0.10 -0.21 0.02 0.090
H -3.167012 -0.026665 3.052077 -0.09 -0.14 0.15 0.090
H -3.466371 -2.459297 2.732318 0.10 -0.07 0.08 0.164
H -3.067583 -3.595074 4.816434 0.24 -0.06 -0.13 0.146
H -1.608097 -2.637448 5.177371 -0.10 0.15 -0.10 0.142
C -3.068718 -2.142487 -12.540144 0.43 0.13 0.19 -0.022
C -3.766403 -3.254564 -11.783739 0.56 0.66 -1.15 -0.352
C -5.256565 -3.100620 -11.735382 -0.58 -0.02 -0.71 -0.116
O -5.595654 -3.768272 -10.533189 0.63 -0.02 0.83 0.071
C -4.504571 -3.661921 -9.716447 -0.10 -0.70 2.41 -0.483
O -4.506880 -3.921552 -8.524930 -0.23 0.07 -3.31 0.109
O -3.412100 -3.222121 -10.410324 -0.77 -0.38 0.86 0.084
H -3.388789 -2.110252 -13.585724 0.01 -0.08 0.14 0.092
H -3.266346 -1.168258 -12.079250 -0.13 -0.19 -0.06 0.094
H -1.983418 -2.285943 -12.509410 -0.18 -0.04 -0.11 0.089
H -3.474388 -4.231094 -12.188535 -0.12 0.04 0.06 0.162
H -5.752626 -3.567656 -12.591073 -0.01 -0.01 0.27 0.144
H -5.586730 -2.059033 -11.656219 0.20 -0.01 -0.08 0.144
```
Positions in Å, forces in eV/Å.

The HOMO-LUMO gap comes out at 0.3184 Eh. Its HOMO energy is -8.372 eV.